Density functional theory data (wB97M-V/def2-TZVPD) for a 11-piece molecular cluster, C25H32BCl41NO3 overall at a distorted geometry.

Results
LUMO   -2.58 eV
Total energy   -20144.69691 hartree
Total charge   +1
Gap between HOMO and LUMO   0.353 hartree

```
103
Properties=species:S:1:pos:R:3:forces:R:3
C -4.4624 2.5316 4.0381 -0.320 -0.067 -0.185
C -4.5065 1.8617 2.6845 -0.222 0.825 0.993
O -3.2265 1.9435 2.0433 0.026 -0.710 0.287
B -3.1661 1.4257 0.8038 0.247 0.955 -0.950
O -4.2943 1.2407 0.0225 -0.116 -0.550 0.308
C -1.7933 0.9448 0.1851 0.298 -1.797 -0.373
C -2.1137 -0.5750 -0.0303 -0.250 0.368 1.099
C -0.8698 -1.4557 0.1715 -1.833 1.393 0.201
C -1.3004 -2.6462 1.0061 1.655 -0.652 -0.391
C -2.2272 -3.5892 0.2483 -0.483 0.298 0.207
C -3.7402 -3.3110 0.3692 0.114 -0.491 -0.312
C -4.5275 -4.4360 1.0289 -0.137 0.503 0.297
C -4.3380 -4.5206 2.5367 0.020 -0.306 -0.939
O -2.9987 -4.8145 2.8788 0.130 0.316 -0.127
C -2.5268 -4.0626 3.9680 0.037 -0.063 0.078
N 0.0296 -0.4853 0.9198 0.981 -1.798 -0.360
C -0.6376 0.8252 1.1681 -0.410 0.968 0.379
C 0.3130 2.0085 1.3340 0.661 -0.377 -0.312
Cl 0.4326 3.0575 -0.1135 0.021 -0.118 -0.053
C 1.7319 1.6145 1.7827 -0.396 1.037 0.406
C 2.1840 2.5849 2.8676 -0.094 0.046 -0.272
H -5.4821 2.7837 4.3002 -0.290 -0.006 0.225
H -3.9319 3.4678 3.9854 0.397 0.272 0.061
H -4.0786 1.8822 4.8118 0.363 -0.001 0.202
H -4.8118 0.8346 2.8517 0.064 -0.396 -0.391
H -5.2619 2.3715 2.1079 -0.083 0.004 -0.585
H -4.6540 0.3542 0.1594 -0.305 0.254 -0.307
H -1.5318 1.3219 -0.7922 0.264 0.680 -0.034
H -2.7735 -0.8275 -0.8419 0.153 0.067 -0.605
H -2.6868 -0.7992 0.8699 -0.356 -0.386 0.040
H -0.3419 -1.7297 -0.7175 0.091 -0.195 -0.459
H -0.3882 -3.2107 1.2103 0.135 -0.214 0.268
H -1.6964 -2.3403 1.9662 -0.289 0.198 0.206
H -1.9402 -3.6061 -0.7988 0.117 0.054 -0.241
H -2.0614 -4.5842 0.6228 0.170 -0.345 0.132
H -4.1335 -3.1726 -0.6315 -0.197 0.111 -0.235
H -3.9813 -2.4022 0.9102 0.176 0.273 0.190
H -5.5758 -4.1772 0.9110 -0.355 -0.166 -0.135
H -4.3809 -5.3917 0.5409 0.215 -0.234 -0.093
H -4.6300 -3.5536 2.9344 -0.126 0.185 0.403
H -5.0093 -5.2988 2.8843 -0.123 -0.097 0.525
H -2.8068 -3.0105 3.8963 -0.197 0.194 -0.068
H -2.8979 -4.4461 4.9132 -0.075 -0.089 0.273
H -1.4465 -4.0989 3.9659 0.316 -0.224 0.039
H 0.2699 -1.0028 1.7636 0.088 0.525 0.412
H 0.9148 -0.4395 0.4072 -0.086 0.481 -0.181
H -1.0481 0.7018 2.1653 -0.307 -0.079 0.184
H -0.0975 2.6338 2.1087 -0.414 0.273 0.082
H 1.7444 0.6066 2.1775 0.186 -0.242 0.037
H 2.4366 1.7308 0.9718 -0.039 -0.436 -0.452
H 1.6426 2.4052 3.7856 0.040 -0.074 0.425
H 1.9584 3.5971 2.5590 -0.071 0.358 -0.159
H 3.2521 2.5515 3.0178 0.095 -0.128 0.271
C 1.9362 -1.0601 -3.1661 -0.028 0.020 -0.263
Cl 1.4844 0.3109 -4.1916 0.169 0.146 0.568
Cl 3.2749 -1.9542 -3.8683 -0.149 0.256 0.051
Cl 2.4257 -0.4424 -1.5701 0.040 0.262 0.038
Cl 0.5474 -2.1404 -2.9692 0.037 -0.046 -0.180
C 0.6055 -2.6887 -7.6333 0.056 -0.088 -0.122
Cl 0.9140 -2.1212 -9.2704 0.110 0.181 0.096
Cl 1.5518 -4.1479 -7.3318 0.037 0.045 0.085
Cl 1.0608 -1.4404 -6.4623 -0.204 -0.276 -0.504
Cl -1.1148 -3.0609 -7.4543 -0.014 -0.001 0.027
C 5.6803 1.0790 2.2426 0.254 0.032 0.059
Cl 7.2397 0.2764 2.0860 -0.020 0.005 -0.001
Cl 5.4151 1.5356 3.9261 0.139 -0.069 0.004
Cl 5.6575 2.5247 1.2230 0.019 -0.341 -0.168
Cl 4.4043 -0.0315 1.7108 0.222 -0.143 0.094
C 3.7844 6.6309 2.6952 0.057 0.157 -0.058
Cl 4.7379 5.2381 2.1583 -0.381 0.276 0.247
Cl 4.7950 8.0744 2.6463 -0.010 0.030 -0.024
Cl 2.3935 6.8492 1.6219 0.007 -0.079 0.027
Cl 3.2115 6.3773 4.3473 0.089 -0.156 -0.051
C -0.4851 -4.2212 -12.7075 0.008 -0.026 -0.038
Cl -0.6647 -2.5603 -13.2810 0.005 0.005 0.012
Cl -0.9905 -4.3120 -11.0168 -0.130 -0.135 -0.017
Cl -1.4875 -5.2960 -13.6841 0.014 0.016 0.014
Cl 1.2074 -4.7095 -12.8372 0.004 0.003 0.011
C -0.8846 7.2178 5.8424 -0.006 0.085 0.035
Cl -2.3182 8.1646 6.2405 -0.003 -0.014 0.003
Cl 0.2729 8.2259 4.9781 -0.041 0.057 -0.014
Cl -0.1459 6.6087 7.3257 0.012 -0.023 0.002
Cl -1.3517 5.8535 4.8159 -0.020 -0.094 -0.076
C 0.7972 -8.1920 -6.9684 -0.026 -0.014 -0.044
Cl 2.3747 -7.7106 -6.3273 0.019 0.017 0.016
Cl 0.4533 -7.2645 -8.4282 -0.042 -0.070 -0.066
Cl 0.8166 -9.9139 -7.3474 0.007 0.026 0.017
Cl -0.4507 -7.8670 -5.7581 0.002 0.014 0.014
C -4.0773 5.4457 -0.3311 -0.034 0.069 -0.036
Cl -2.5650 4.5333 -0.5052 -0.053 -0.020 0.033
Cl -4.2657 5.9327 1.3573 0.022 -0.024 0.039
Cl -4.0120 6.8774 -1.3564 0.021 -0.012 0.022
Cl -5.4435 4.4392 -0.8086 0.037 -0.051 0.016
C 5.2204 -3.2724 -0.6188 0.214 -0.011 -0.068
Cl 6.2914 -4.1567 0.4648 -0.060 0.037 0.007
Cl 3.6421 -3.0517 0.1710 -0.027 -0.189 0.081
Cl 5.9249 -1.6978 -0.9914 -0.026 -0.018 -0.036
Cl 5.0014 -4.1818 -2.1126 0.056 -0.179 0.131
C 8.9230 6.4028 2.8431 0.026 0.049 0.033
Cl 7.9522 6.8383 4.2538 0.001 -0.018 0.006
Cl 10.5170 5.8595 3.3691 -0.017 0.001 -0.010
Cl 8.1172 5.0989 1.9615 0.139 -0.073 -0.033
Cl 9.0933 7.8066 1.7871 -0.020 -0.014 0.008
```
Positions in Å, forces in eV/Å.



Density functional theory data (wB97M-V/def2-TZVPD) for C3HGaO2 as an isolated structure at a distorted geometry.

Results
LUMO (alpha / beta)   -14.81 / -15.27 eV
Total energy   -2188.99418 hartree
Total charge   +2
Relative energy (zero: lowest compared OMol25 entry of this formula, charge and spin)   142.06 kcal per mole
Gap between HOMO and LUMO (alpha / beta)   0.167 / 0.145 hartree

```
7
Properties=species:S:1:pos:R:3:forces:R:3
C 1.6854 0.6178 -0.2414 -4.453 0.444 0.219
C 0.4724 0.5615 -0.0900 -4.406 0.224 1.925
Ga 3.3772 0.6467 -0.4692 5.258 0.062 -0.707
O -1.1275 0.9246 -0.3141 2.297 1.354 0.312
C -1.1066 0.0242 0.5949 3.339 -1.466 -4.141
O -1.2527 -1.1766 0.0835 -1.540 0.706 2.144
H -2.0483 -1.5982 0.4362 -0.495 -1.323 0.249
```
Positions in Å, forces in eV/Å.



Density functional theory data (wB97M-V/def2-TZVPD) for an isolated ion of composition C10H18BrN2 and charge +1 at a distorted geometry.

Results
LUMO   -4.28 eV
Total energy   -3075.01787 hartree
Total charge   +1
Relative energy (zero: lowest compared OMol25 entry of this formula, charge and spin)   5.35 kcal per mole
Gap between HOMO and LUMO   0.271 hartree
SMILES   C/[NH+]=C/C=C\C=C(/C)NCCCBr

```
31
Properties=species:S:1:pos:R:3:forces:R:3
C 0.1654 -3.0471 0.2640 0.337 0.034 -0.489
N 1.0626 -1.8796 0.1402 2.968 -3.787 0.033
C 2.4184 -1.8964 0.1152 -2.045 -0.456 0.804
C 3.3021 -0.8373 0.2185 -0.228 -0.080 -1.476
C 2.9425 0.5120 0.4625 3.090 -0.395 2.782
C 1.7694 1.1342 0.4675 -2.376 0.939 -0.848
C 0.7049 0.9661 -0.4461 -0.263 1.989 1.048
C 0.6686 0.2465 -1.7106 2.260 -4.500 -0.648
N -0.2743 1.8365 -0.2274 -0.457 -0.289 -0.118
C -1.6578 1.7660 -0.5218 -1.068 3.358 0.551
C -2.4956 1.7169 0.8586 -0.028 0.715 -2.186
C -3.5089 0.6652 0.6040 -2.813 -1.521 -0.431
Br -2.6687 -1.0725 0.0641 -0.235 0.321 0.224
H -0.1845 -3.1795 -0.7964 -0.193 -0.647 1.301
H 0.6245 -3.9617 0.7187 -0.196 0.864 -0.669
H -0.6283 -2.6845 0.9403 0.119 -0.649 -0.540
H 0.5497 -1.1335 0.3695 -1.604 3.996 0.729
H 2.7216 -2.9443 0.2196 0.671 0.489 -0.612
H 4.3205 -1.1267 -0.0025 0.200 0.288 0.678
H 3.6531 1.1256 1.1286 -0.328 -1.211 -1.416
H 1.5785 1.9889 1.1339 0.544 -0.419 -0.229
H 0.3081 0.8330 -2.5201 -0.545 0.479 -0.477
H 0.1475 -0.8202 -1.6816 0.670 2.407 -0.013
H 1.7772 -0.0953 -1.9805 -2.202 0.847 0.587
H -0.2410 2.6276 0.3768 1.541 0.081 0.962
H -1.8660 2.8072 -0.9410 -0.298 -1.544 -0.086
H -1.8900 0.9868 -1.1993 -0.351 -0.521 -0.572
H -1.8584 1.5667 1.7327 -0.112 -0.270 -0.160
H -3.0638 2.6803 0.9750 0.677 -0.766 0.006
H -4.2978 0.8853 -0.2609 1.966 -0.263 1.887
H -4.0795 0.3338 1.4985 0.300 0.511 -0.624
```
Positions in Å, forces in eV/Å.



Density functional theory data (wB97M-V/def2-TZVPD) for C12H28N4O4Ti as an isolated structure at a distorted geometry.

Results
LUMO (alpha / beta)   0.61 / 0.53 eV
Total energy   -1843.36190 hartree
Spin multiplicity   5
Total charge   0
Relative energy (zero: lowest compared OMol25 entry of this formula, charge and spin)   0.00 kcal per mole
<S²>   6.002
Gap between HOMO and LUMO (alpha / beta)   0.105 / 0.369 hartree

```
49
Properties=species:S:1:pos:R:3:forces:R:3
Ti 0.3536 -0.1953 -0.7461 0.426 0.149 0.181
C -2.7970 1.3649 0.9560 -0.171 0.090 0.970
C -2.7836 0.5382 -0.2898 1.427 -0.067 1.701
O -1.8887 -0.2905 -0.4426 -0.334 -0.424 -0.789
N -3.7542 0.7973 -1.1223 -1.872 0.672 -2.093
C -3.9795 0.1339 -2.4290 0.117 -0.885 1.859
H -2.0275 1.0207 1.6469 0.297 0.228 -0.411
H -3.7135 1.2252 1.5291 -0.377 0.134 -0.243
H -2.6842 2.4188 0.7016 0.113 -0.011 0.167
H -4.5082 1.3894 -0.8044 0.372 0.040 0.056
H -3.0250 0.0597 -2.9502 -0.296 0.250 -0.333
H -4.8464 0.5521 -2.9405 0.556 0.420 -0.139
H -4.2910 -0.8610 -2.1109 0.067 -0.448 -0.623
C 1.6092 -3.9206 -2.6414 0.156 0.701 0.090
C 0.3608 -3.2559 -2.0907 1.409 -0.571 -0.367
O 0.3532 -2.5498 -1.1116 0.716 1.329 2.040
N -0.7568 -3.5494 -2.6961 -1.655 0.326 -1.237
C -2.0560 -3.1178 -2.1811 -0.693 -1.546 0.265
H 2.4826 -3.3395 -2.3454 -0.114 -0.002 0.133
H 1.5948 -3.9011 -3.7311 -0.063 -0.358 -0.031
H 1.7009 -4.9274 -2.2340 -0.067 -0.050 -0.196
H -0.6903 -3.9753 -3.6095 -0.310 -0.043 0.211
H -2.0551 -2.6915 -1.1779 0.765 0.343 -0.433
H -2.5565 -4.0739 -2.0277 -0.654 -0.041 -0.093
H -2.6906 -2.5203 -2.8356 0.593 0.134 -0.202
C -0.1375 4.4922 -0.2144 0.347 -1.292 0.658
C 0.4682 3.1279 0.2529 -2.046 1.066 -2.167
O 0.0260 2.0795 -0.2030 -1.028 -0.622 -0.556
N 1.4617 3.0552 1.0763 1.959 1.587 1.554
C 2.2054 4.1798 1.6760 -0.193 -0.866 0.551
H 0.6261 5.2548 -0.3677 -0.108 -0.099 -0.298
H -0.8246 4.8594 0.5479 0.001 0.023 0.126
H -0.7255 4.2467 -1.0987 0.286 0.263 -0.068
H 1.6694 2.0808 1.2424 0.720 -0.063 0.295
H 2.0755 4.0792 2.7536 0.376 0.156 0.156
H 1.8467 5.1805 1.4353 -0.381 -0.412 -0.400
H 3.2642 4.1569 1.4183 -0.047 -0.198 0.008
C 1.9050 0.0780 3.7664 -0.718 -0.302 -0.231
C 2.0177 -0.6256 2.4193 -1.975 1.413 -0.591
O 1.1501 -0.4631 1.5409 0.489 0.001 0.482
N 3.0240 -1.4491 2.3229 1.481 -1.532 -0.227
C 3.3122 -2.3215 1.1718 -0.022 0.556 -0.215
H 0.9517 0.6049 3.7228 0.162 0.099 0.289
H 2.7059 0.7480 4.0791 0.132 -0.022 -0.412
H 1.8446 -0.7241 4.5020 -0.131 0.127 0.264
H 3.6605 -1.3730 3.1034 0.220 -0.482 -0.364
H 3.5613 -3.3455 1.4505 0.130 0.195 0.366
H 4.1084 -1.8684 0.5812 0.136 -0.202 0.021
H 2.4522 -2.3847 0.5052 -0.198 0.234 0.276
```
Positions in Å, forces in eV/Å.



Density functional theory data (wB97M-V/def2-TZVPD) for C8H15NOOsP as an isolated structure at a distorted geometry.

Results
LUMO (alpha / beta)   -3.76 / -4.74 eV
Total energy   -875.38499 hartree
Spin multiplicity   5
Total charge   +1
Relative energy (zero: lowest compared OMol25 entry of this formula, charge and spin)   0.16 kcal per mole
<S²>   6.057
Gap between HOMO and LUMO (alpha / beta)   0.254 / 0.259 hartree

```
27
Properties=species:S:1:pos:R:3:forces:R:3
C 1.1343 -2.4657 -0.7811 -1.121 -0.755 -3.704
C 1.9423 -1.9743 -1.9668 -1.427 0.552 1.465
C 1.1072 -1.4181 -2.9354 -0.152 -0.213 0.578
C -0.2362 -1.6585 -2.6231 0.260 0.154 2.288
C -0.3822 -2.2361 -1.2528 2.714 -1.053 -1.389
Os -0.0206 -1.6969 0.7938 -1.098 0.372 -1.465
P 1.4393 -1.7478 2.4596 1.662 -0.344 2.324
H 1.4544 -3.4380 -0.4300 0.028 -0.167 0.286
H 3.0211 -2.0309 -2.0140 -0.035 0.136 0.102
H 1.4249 -0.8187 -3.7741 0.142 -0.353 -0.255
H -1.1201 -3.0270 -1.1515 -0.041 -0.191 0.132
H -1.0784 -1.4464 -3.2667 0.002 0.048 0.043
H 2.0686 -0.5516 2.9896 -0.400 -0.726 -0.260
H 2.6263 -2.5818 2.3890 -0.877 0.493 0.067
H 0.7854 -2.2587 3.6453 0.716 0.301 -0.390
C -1.6076 2.7428 -0.6542 -0.024 -0.140 -0.190
N -1.0657 2.3092 0.6396 0.357 -0.834 0.348
C -1.2698 3.1827 1.7979 0.255 0.100 0.694
C -0.4937 1.1259 0.8628 -0.743 0.969 -0.789
O -0.4084 0.2018 0.0030 -0.260 1.764 0.449
H -2.0855 3.7142 -0.4932 0.126 -0.325 -0.162
H -2.3535 2.0326 -1.0284 0.216 0.095 0.089
H -0.8079 2.8591 -1.3952 -0.166 -0.119 0.198
H -1.8255 2.6533 2.5837 0.021 0.216 -0.268
H -0.3079 3.4929 2.2270 -0.235 0.055 -0.194
H -1.8316 4.0690 1.4974 0.166 -0.238 0.091
H -0.1093 0.9667 1.8779 -0.088 0.204 -0.086
```
Positions in Å, forces in eV/Å.



Density functional theory data (wB97M-V/def2-TZVPD) for a 2-piece molecular cluster, C7H8O2S overall at a distorted geometry.

Results
LUMO (alpha / beta)   -0.19 / -1.73 eV
Total energy   -820.00706 hartree
Total charge   0
Relative energy (zero: lowest compared OMol25 entry of this formula, charge and spin)   112.11 kcal per mole
Gap between HOMO and LUMO (alpha / beta)   0.304 / 0.232 hartree

```
18
Properties=species:S:1:pos:R:3:forces:R:3
C 2.4026 -1.2704 -1.0680 -0.239 2.808 -1.760
C 2.1870 -1.7077 0.2127 1.465 -2.239 -0.497
C 1.9548 0.0472 -1.4869 -1.446 -0.871 2.142
C 1.5190 -0.9315 1.0590 -1.341 -0.366 2.588
C 1.1263 0.7773 -0.6235 1.040 1.393 -0.929
C 0.9148 0.3484 0.7527 1.664 -2.287 -2.412
C -3.8865 1.4430 0.4833 -0.502 0.347 1.793
O -1.9541 0.2728 -0.9767 0.417 -0.307 -1.702
O 0.2320 0.8767 1.5856 -1.507 2.022 1.763
S -2.3429 0.7174 0.3408 -1.268 -0.300 1.878
H 2.9196 -1.8304 -1.8078 0.431 -0.627 -0.292
H 2.6091 -2.7096 0.4753 -0.659 0.984 0.051
H 2.1252 0.4004 -2.4801 0.184 0.081 -0.434
H 1.2304 -1.3404 2.0393 0.368 0.407 -0.280
H 0.7393 1.8021 -0.8872 0.354 -1.324 0.094
H -4.1666 1.5278 1.5543 0.390 -0.137 -0.636
H -4.5781 1.9128 -0.1509 -0.255 0.445 -1.322
H -3.0319 -0.3357 0.9783 0.902 -0.030 -0.045
```
Positions in Å, forces in eV/Å.